Entry from OMol25: an isolated molecule of C25H33N3O5S at a distorted geometry (ωB97M-V/def2-TZVPD).

Element x y z (Å)
1 C -0.866 -2.643 4.470
2 H -0.488 -1.774 5.016
3 O -0.505 -2.591 3.108
4 C -0.939 -1.537 2.358
5 C -1.735 -0.501 2.823
6 C -2.096 0.540 1.977
7 C -1.656 0.534 0.672
8 C -0.863 -0.487 0.185
9 C -0.500 -1.535 1.016
10 N 0.350 -2.557 0.603
11 C 0.724 -2.845 -0.683
12 O 0.154 -2.404 -1.657
13 C 1.969 -3.725 -0.767
14 N 3.214 -2.990 -0.871
15 C 3.549 -2.423 -2.162
16 C 2.966 -1.029 -2.417
17 H 1.880 -1.093 -2.473
18 H 3.329 -0.662 -3.379
19 C 3.369 -0.064 -1.300
20 C 2.963 -0.661 0.048
21 C 3.534 -2.076 0.206
22 H 4.629 -2.002 0.233
23 H 3.209 -2.517 1.152
24 H 1.876 -0.669 0.111
25 H 3.336 -0.035 0.861
26 H 4.460 0.049 -1.311
27 C 2.720 1.313 -1.518
28 C 2.962 2.246 -0.366
29 C 4.243 2.703 -0.076
30 C 4.468 3.539 1.003
31 C 3.412 3.932 1.809
32 C 2.131 3.490 1.522
33 C 1.909 2.652 0.444
34 H 0.904 2.328 0.212
35 H 1.299 3.802 2.137
36 H 3.587 4.586 2.651
37 H 5.468 3.888 1.215
38 H 5.071 2.408 -0.706
39 H 1.644 1.194 -1.655
40 H 3.129 1.748 -2.434
41 H 4.644 -2.363 -2.198
42 H 3.223 -3.115 -2.941
43 H 2.035 -4.370 0.117
44 H 1.884 -4.356 -1.655
45 H 0.753 -3.092 1.359
46 H -0.520 -0.447 -0.835
47 S -2.076 1.866 -0.451
48 O -0.997 2.006 -1.381
49 O -2.479 2.995 0.336
50 N -3.403 1.395 -1.323
51 C -3.243 0.407 -2.366
52 H -2.205 0.440 -2.693
53 C -3.629 -0.992 -1.875
54 H -3.677 -1.691 -2.711
55 O -4.917 -0.992 -1.292
56 C -4.990 -0.100 -0.202
57 H -6.011 -0.171 0.177
58 C -4.675 1.333 -0.644
59 H -4.623 2.014 0.204
60 H -5.450 1.676 -1.338
61 H -4.286 -0.413 0.585
62 H -2.891 -1.355 -1.145
63 H -3.894 0.691 -3.201
64 H -2.697 1.362 2.328
65 H -2.076 -0.487 3.846
66 H -1.950 -2.712 4.593
67 H -0.402 -3.547 4.861

Output
Energy relative to the best compared isomer or geometry (same formula, charge and spin): 244.7 kJ/mol
HOMO-LUMO gap: 8.64 eV
Energy: -52003.4789 eV
SMILES: COc1ccc(S(=O)(=O)N2CCOCC2)cc1NC(=O)CN1CCC(Cc2ccccc2)CC1
E_LUMO: 0.39 eV

Here are the Mulliken charges for atoms 1 to 8, given in e: -0.98 0.39 -0.48 1.01 -0.59 -1.06 0.29 -0.93